{
  "formula": "C21H20FN3O3S",
  "method": "ωB97M-V with the def2-TZVPD basis set",
  "e_tot_ev": -46267.602,
  "smiles": "Cc1cccc(C)c1NC(=O)CN(c1ccccn1)S(=O)(=O)c1ccc(F)cc1",
  "mol_weight_g_mol": 413.47,
  "homo_ha": -0.3217,
  "homo_lumo_gap_ev": 9.3,
  "symbols": ["C", "C", "C", "C", "C", "C", "C", "N", "C", "O", "C", "N", "C", "N", "C", "C", "C", "C", "H", "H", "H", "H", "S", "O", "O", "C", "C", "C", "C", "C", "C", "H", "H", "F", "H", "H", "H", "H", "H", "C", "H", "H", "H", "H", "H", "H", "H", "H", "H"],
  "xyz": [[-3.177, 0.532, -2.576], [-3.444, -0.047, -1.217], [-4.648, 0.179, -0.569], [-4.877, -0.348, 0.690], [-3.907, -1.114, 1.307], [-2.692, -1.372, 0.683], [-2.472, -0.821, -0.580], [-1.244, -1.048, -1.257], [-0.040, -0.645, -0.798], [0.139, -0.105, 0.272], [1.103, -0.908, -1.782], [2.337, -0.350, -1.283], [2.912, -1.008, -0.205], [2.327, -2.147, 0.156], [2.838, -2.832, 1.165], [3.955, -2.434, 1.873], [4.586, -1.262, 1.475], [4.070, -0.535, 0.421], [4.548, 0.360, 0.064], [5.477, -0.920, 1.980], [4.329, -3.022, 2.697], [2.311, -3.746, 1.406], [2.487, 1.311, -1.566], [3.864, 1.678, -1.442], [1.845, 1.536, -2.828], [1.539, 2.142, -0.295], [2.035, 2.237, 0.990], [1.261, 2.830, 1.971], [0.009, 3.311, 1.629], [-0.488, 3.237, 0.339], [0.296, 2.643, -0.632], [-0.038, 2.558, -1.654], [-1.469, 3.627, 0.116], [-0.749, 3.882, 2.583], [1.608, 2.914, 2.989], [3.013, 1.846, 1.216], [1.234, -1.985, -1.914], [0.904, -0.426, -2.740], [-1.311, -1.344, -2.220], [-1.659, -2.224, 1.347], [-2.089, -2.760, 2.189], [-1.237, -2.940, 0.643], [-0.840, -1.601, 1.705], [-4.092, -1.529, 2.287], [-5.816, -0.160, 1.190], [-5.407, 0.777, -1.050], [-3.957, 1.239, -2.846], [-2.217, 1.046, -2.595], [-3.157, -0.253, -3.333]],
  "atomic_forces_ev_per_a": [[-0.04, -0.02, 0.09], [0.10, -0.02, 0.04], [0.01, -0.03, 0.01], [-0.04, 0.02, 0.01], [0.01, 0.03, -0.04], [0.01, -0.02, -0.07], [-0.27, 0.12, 0.20], [-0.47, -0.25, -0.28], [0.33, -0.05, -0.03], [-0.17, -0.23, -0.03], [-0.21, -0.07, -0.15], [-0.31, 0.94, -0.73], [0.72, -0.40, 0.89], [-0.17, 0.37, -0.42], [0.17, -0.15, 0.24], [0.03, 0.05, -0.01], [-0.20, -0.09, -0.03], [0.07, -0.07, 0.08], [0.09, -0.01, 0.05], [0.06, 0.04, 0.01], [0.01, -0.08, 0.06], [0.04, -0.09, 0.10], [0.07, 0.33, -0.01], [-0.01, -0.17, 0.34], [-0.26, -0.08, 0.20], [0.43, -0.17, -0.63], [0.04, 0.06, 0.06], [-0.12, 0.00, -0.01], [0.06, -0.05, -0.15], [0.06, 0.03, 0.18], [0.00, 0.07, -0.06], [-0.13, 0.02, -0.09], [-0.08, 0.05, -0.01], [0.06, -0.05, -0.07], [0.02, 0.03, 0.09], [0.11, 0.00, 0.12], [-0.07, 0.17, -0.04], [-0.14, -0.23, 0.07], [0.13, 0.03, 0.08], [0.07, 0.06, 0.11], [-0.03, -0.08, 0.02], [0.06, -0.08, -0.01], [0.04, -0.06, 0.04], [0.00, -0.06, 0.10], [-0.09, 0.01, 0.05], [-0.06, 0.07, -0.06], [-0.03, 0.03, -0.07], [0.05, 0.04, -0.08], [0.03, 0.02, -0.13]],
  "lowdin_charge": [-0.035, -0.211, -0.052, -0.079, -0.043, -0.198, -0.154, 0.140, -0.449, 0.081, -0.101, -0.125, -0.306, 0.129, -0.131, -0.071, -0.058, -0.017, 0.089, 0.109, 0.098, 0.108, 0.719, -0.270, -0.281, -0.279, -0.041, 0.019, -0.258, 0.018, -0.057, 0.112, 0.123, 0.070, 0.123, 0.109, 0.133, 0.118, 0.151, -0.034, 0.078, 0.086, 0.076, 0.109, 0.102, 0.107, 0.079, 0.074, 0.085]
}